Entry 1:
DFT (ωB97M-V/def2-TZVPD) results for 6 unconnected molecules or ions with the total composition C6H26N2O5 at a distorted geometry.

Output
highest occupied orbital energy (alpha / beta)	-13.8 / -13.8	eV
calculated total energy	-19853.7538	eV

ORCA input file:
```
! wB97M-V def2-TZVPD RIJCOSX def2/J DEFGRID3
* xyz 1 2
C 0.90079 -2.67450 0.35768
C 0.18933 -1.90503 1.48399
N -0.99258 -1.18236 1.02597
C -0.74228 1.25060 -1.81437
C -0.17430 0.20174 -0.87449
C -0.87610 0.16999 0.49408
C -0.21787 1.08710 1.56789
N -0.37849 2.47396 1.17953
H 1.43613 -2.05910 -0.36944
H 1.66624 -3.32247 0.78157
H 0.18544 -3.25642 -0.22047
H -0.10154 -2.62714 2.24634
H 0.90598 -1.22885 1.96203
H -1.74019 -1.24386 1.73135
H -0.24160 1.19468 -2.78162
H -0.59324 2.24919 -1.40764
H -1.79989 1.09180 -2.03503
H -0.22839 -0.78040 -1.35574
H 0.90015 0.30899 -0.73026
H -1.91472 0.49797 0.36177
H -0.64170 0.86316 2.55862
H 0.83922 0.82594 1.63165
H -0.31538 3.10680 1.96720
H -1.30118 2.63747 0.78639
H -3.55066 -0.99908 0.25386
H -4.62570 -0.38051 1.19304
O -3.68335 -0.37469 0.99457
H 1.99356 2.49071 -1.22923
H 1.35819 2.75314 0.13235
O 2.21754 2.70278 -0.32576
H -2.09440 -2.08763 -0.46977
H -2.62434 -1.51603 -1.76606
O -2.89292 -2.05529 -1.00219
H 3.28307 1.37901 0.01836
H 3.15975 -0.03269 0.65912
O 3.67714 0.47228 0.03869
H 3.34777 -0.15418 -3.05274
H 3.06316 0.09193 -1.55942
O 2.60734 0.03100 -2.43181
*
```

=====

Entry 2:
DFT (ωB97M-V/def2-TZVPD) results for 7 unconnected molecules or ions with the total composition C6H26O7.

Output
highest occupied orbital energy	-10.2	eV
SMILES	CCO.CO.CO.CO.CO.O.O
calculated total energy	-20974.5681	eV

ORCA input file:
```
! wB97M-V def2-TZVPD RIJCOSX def2/J DEFGRID3
* xyz 0 1
C 11.76642 20.47163 -14.05813
O 10.70996 19.58516 -14.43371
H 11.46825 21.52490 -14.05622
H 12.08385 20.20807 -13.05192
H 12.65670 20.39343 -14.69500
H 10.33002 19.86713 -15.27037
C 13.20823 21.35971 -10.63960
O 13.99323 20.58161 -11.51328
H 13.22608 20.98422 -9.60674
H 13.62097 22.36634 -10.64050
H 12.16385 21.41657 -10.96940
H 13.60113 19.69993 -11.55698
C 7.98052 17.16577 -13.93739
O 7.67597 16.34072 -15.06229
H 8.20713 18.16646 -14.30430
H 7.12638 17.25624 -13.25502
H 8.85394 16.81342 -13.38660
H 7.56502 15.43946 -14.74949
C 8.30057 21.72238 -12.96950
O 8.02080 23.09987 -12.71946
H 8.62786 21.20115 -12.06049
H 7.42175 21.19745 -13.35723
H 9.11940 21.67836 -13.67853
H 7.50898 23.16744 -11.90981
O 10.03857 16.83505 -9.54004
H 9.14444 16.53350 -9.35929
H 9.95355 17.43933 -10.29666
O 10.25747 18.54499 -11.79052
H 10.11414 19.00270 -12.62745
H 11.17740 18.24033 -11.81201
C 12.97077 16.46811 -13.16334
C 13.04829 16.50323 -11.66347
O 12.92385 17.88438 -11.25533
H 12.78084 15.45666 -13.51596
H 13.88274 16.85197 -13.62103
H 12.14751 17.09652 -13.53086
H 14.00904 16.10878 -11.31962
H 12.24666 15.91769 -11.20732
H 13.05070 17.92778 -10.29985
*
```

=====

Entry 3:
DFT (ωB97M-V/def2-TZVPD) results for a molecular structure, C6H26O8Y at a distorted geometry.

Output
highest occupied orbital energy	-11.1	eV
calculated total energy	-24065.9887	eV

ORCA input file:
```
! wB97M-V def2-TZVPD RIJCOSX def2/J DEFGRID3
* xyz 1 1
Y 0.52037 -1.03809 0.03598
C 2.12278 1.41956 -2.82759
C 1.50347 1.93915 -1.54921
C 0.18712 2.67229 -1.85783
O 1.37537 0.93756 -0.61846
H 2.50964 2.22471 -3.45551
H 1.36078 0.88244 -3.42576
H 2.93030 0.72668 -2.58211
H 2.19966 2.71428 -1.16277
H -0.30382 3.00108 -0.94100
H -0.50558 2.05167 -2.43709
H 0.38207 3.56257 -2.46236
C -3.33804 -0.15832 2.34588
C -2.29756 0.36044 1.38043
C -1.96399 1.77921 1.65619
O -1.15566 -0.44889 1.41635
H -4.11351 0.58907 2.53209
H -2.87428 -0.41872 3.30185
H -3.82993 -1.05296 1.94985
H -2.76028 0.34341 0.36299
H -1.23867 2.13829 0.92377
H -1.51610 1.86485 2.65492
H -2.85243 2.41355 1.63180
O 2.90584 -1.35681 0.44562
H 3.43605 -2.09628 0.13295
H 3.51456 -0.71675 0.82931
O -1.05972 -2.90056 -0.37254
H -1.29126 -3.54807 -1.04537
H -1.53066 -3.15136 0.43350
O 1.41281 0.12702 2.45974
H 0.73515 0.66024 2.89146
H 2.16737 0.09371 3.05535
O 1.43655 -2.10747 -1.86465
H 1.83653 -1.75013 -2.66900
H 1.40488 -3.06664 -1.97162
O -0.93890 -0.38946 -1.73178
H -1.32795 0.48319 -1.86448
H -0.97957 -0.84593 -2.57763
O 0.66045 -2.54066 1.96447
H 1.02845 -3.35271 2.32243
H 0.24770 -2.04516 2.68983
*
```

=====

Entry 4:
DFT (ωB97M-V/def2-TZVPD) results for 8 unconnected molecules or ions with the total composition C6H28O11 at a distorted geometry.

Output
highest occupied orbital energy	-9.6	eV
SMILES	OCCO.OCCO.OCCO.O.O.O.O.O
calculated total energy	-29197.4251	eV

ORCA input file:
```
! wB97M-V def2-TZVPD RIJCOSX def2/J DEFGRID3
* xyz 0 1
O -1.07947 0.10602 2.14545
H -1.67686 0.39566 2.84325
H -0.17391 0.41764 2.41680
O -1.46357 -2.68070 2.82326
H -1.68851 -1.95061 2.23467
H -1.24231 -2.25259 3.65495
O 1.70859 -0.56959 -1.95338
H 0.91315 -0.22620 -1.49325
H 1.38626 -0.87780 -2.80429
O -0.68972 0.15131 -0.67702
H -0.82657 0.13512 0.28920
H -1.07557 0.99069 -0.96906
O -2.92953 2.25493 -0.83562
H -3.56685 2.10779 -0.12785
H -3.08600 3.16161 -1.12369
C -2.23598 -2.74271 -3.14311
C -0.88379 -3.11679 -2.57077
O -0.82370 -3.02193 -1.16483
O -2.58040 -1.38805 -2.85562
H -3.05411 -3.36040 -2.78043
H -2.23262 -2.87428 -4.23189
H -0.00725 -2.60456 -2.97828
H -0.69378 -4.16551 -2.81826
H -0.93819 -2.10768 -0.87416
H -2.15151 -0.79981 -3.48088
C 1.13252 3.12722 0.37601
C 0.32183 3.92206 -0.62589
O 0.27350 3.32585 -1.91996
O 2.52255 3.14611 0.11445
H 0.73747 2.10731 0.44061
H 0.94182 3.53680 1.37022
H 0.75948 4.92527 -0.73085
H -0.69430 4.04509 -0.24486
H 1.19346 3.28124 -2.20637
H 2.72826 2.76259 -0.74282
C 2.21049 -0.34479 1.85681
C 2.10387 -1.77024 2.27559
O 2.55174 -1.97231 3.62226
O 1.48793 0.52785 2.75639
H 1.97439 -0.11710 0.81408
H 3.25708 -0.01207 1.89368
H 2.61076 -2.47503 1.61533
H 1.05336 -2.09047 2.30654
H 1.80396 -1.91325 4.21351
H 2.12202 1.00628 3.29005
*
```

=====

Which of these has the lowest calculated total energy? C6H28O11